C7H36NO11 | ωB97M-V with the def2-TZVPD basis set

Structure (XYZ):
```
55
Properties=species:S:1:pos:R:3:nbo_charge:R:1
C 1.9140 0.5986 -0.8491 -0.25
C -1.4797 -0.5762 0.8175 -0.23
O 1.0139 0.3464 2.6271 -1.01
H -1.4562 2.7868 -1.4818 0.23
H -0.5173 -1.0998 0.9158 0.19
H 0.4174 -0.4334 2.8371 0.53
H -4.6810 2.8479 -1.0334 0.49
H 1.1825 -2.7481 -2.2865 0.52
H -2.4062 -1.6301 -3.6289 0.49
H 1.2668 0.7462 3.4962 0.51
H -2.2436 1.3673 0.3452 0.22
H 0.4583 1.8186 1.8609 0.49
H 2.1234 -0.8054 1.9870 0.51
H -0.4265 2.1072 -2.6839 0.21
O 2.0883 -2.4667 -2.5305 -0.99
H -0.4843 2.9824 1.4560 0.50
C 0.5764 0.0156 -1.2955 -0.47
C -0.5319 0.9465 -0.9183 0.06
H 2.8092 -2.1371 2.2386 0.50
H -2.7047 3.3849 0.5026 0.51
H 1.8761 1.0295 0.2273 0.25
H 0.6085 -0.1074 -2.4445 0.22
H 0.4257 -0.9909 -0.8263 0.21
O -2.1262 3.5643 1.2852 -0.98
O -0.3504 -3.2036 -1.7395 -1.03
H 0.2848 2.8570 -1.3097 0.25
C -1.4215 0.6636 0.0467 -0.26
H -3.3370 -2.1541 -2.5785 0.49
H -3.5603 -0.4295 1.3638 0.20
C -2.6080 -1.0024 1.4019 -0.38
H -0.6248 -2.5488 3.6529 0.50
H 2.8661 -1.0841 -1.8153 0.47
H 2.2227 1.5156 -1.4593 0.27
H 2.6561 4.0904 0.0436 0.47
O 2.7244 -1.4415 1.6253 -0.99
H 0.1645 -2.5242 2.2920 0.51
H 1.4281 -2.8208 0.6339 0.48
O 0.0902 -2.1075 3.1561 -1.00
O 0.4161 2.7648 1.6409 -1.00
H -2.2688 4.5263 1.4693 0.49
C -0.5511 2.2329 -1.6430 -0.67
H 3.9471 -0.0148 -0.9303 0.43
H 2.3290 -2.9206 -3.2973 0.49
O -3.7647 2.6873 -0.9574 -0.95
H 2.9578 -1.0707 -0.0655 0.46
O -2.4652 -1.8418 -2.6940 -0.93
H -2.7103 -1.8785 2.0078 0.20
H -0.6205 -4.1552 -1.9661 0.51
H 0.0978 -3.2149 -0.0466 0.51
H -3.6467 1.7767 -1.2601 0.49
O 0.5909 -3.2395 0.7729 -0.98
H -1.1441 -2.5868 -2.0521 0.54
N 3.0152 -0.4617 -0.9323 -0.75
H 1.6100 3.0801 0.4854 0.50
O 2.3584 3.2376 -0.1216 -1.01
```

For the HOMO-LUMO gap, the calculation gives 8.47 eV. The HOMO energy is -11.00 eV. The charge is +1. The energy comes out at -31850.9195 eV. The energy relative to the best compared isomer or geometry (same formula, charge and spin) is 94.9 kJ/mol.